Record 1
Below is a cluster of 2 separate species, C4H11NO3 in total, with properties calculated with ωB97M-V with the def2-TZVPD basis set.

Atoms and positions in Å:
O (0.63, 0.52, 1.52)
C (0.54, -0.04, 0.44)
N (-0.51, 0.36, -0.48)
C (-0.43, 0.38, -1.91)
O (-1.50, -0.56, -2.34)
C (0.97, -1.50, 0.27)
C (2.24, -1.59, 1.07)
H (-1.25, 1.02, -0.15)
H (-0.47, 1.33, -2.40)
H (0.57, -0.05, -2.32)
H (-2.27, -0.47, -1.77)
H (0.15, -2.16, 0.49)
H (1.14, -2.05, -0.65)
H (2.25, -2.37, 1.84)
H (3.14, -1.88, 0.42)
H (2.44, -0.75, 1.70)
H (-2.22, 2.03, 0.72)
H (-1.49, 1.62, 2.05)
O (-1.43, 2.25, 1.33)

The calculation puts the lowest unoccupied orbital energy (spin up / spin down) at 3.8 / 3.7 eV. The value obtained for the energy relative to the best compared isomer or geometry (same formula, charge and spin) is 35.56 kcal/mol. As for the orbital gap (spin up / spin down): 3.34 / 9.20 eV. The calculation puts the total energy at -439.39349 Ha. Its charge is -1. As for the expectation value of S²: 0.752. As for the spin multiplicity: 2.

These are the Löwdin partial charges, in e, on atoms 1 to 6: atom 1 (O): -0.029, atom 2 (C): -0.507, atom 3 (N): 0.022, atom 4 (C): -0.333, atom 5 (O): -0.179, atom 6 (C): -0.210

---

Record 2
Below is a cluster of 2 separate species, C3H9NO2 in total, with properties calculated with ωB97M-V with the def2-TZVPD basis set.

Atoms and positions in Å:
C (-0.92, 1.18, -1.87)
O (-0.62, 1.98, -0.74)
H (-1.03, 1.78, -2.78)
H (-0.09, 0.49, -2.02)
H (-1.83, 0.59, -1.71)
H (-1.04, 2.84, -0.86)
C (-0.64, -0.52, 1.08)
N (0.69, -0.44, 1.29)
C (1.54, -1.60, 1.10)
O (-1.23, -1.53, 0.74)
H (-1.17, 0.43, 1.24)
H (1.08, 0.47, 1.45)
H (1.44, -2.30, 1.92)
H (2.57, -1.26, 1.00)
H (1.25, -2.11, 0.17)

The SMILES is CNC=O.CO. The calculation puts the lowest unoccupied orbital energy at 0.8 eV. The value obtained for the energy relative to the best compared isomer or geometry (same formula, charge and spin) is 29.41 kcal/mol. As for the orbital gap: 10.36 eV. The calculation puts the total energy at -324.92575 Ha. As for the spin multiplicity: 1.

These are the Löwdin partial charges, in e, on atoms 1 to 6: atom 1 (C): -0.153, atom 2 (O): -0.143, atom 3 (H): 0.076, atom 4 (H): 0.077, atom 5 (H): 0.080, atom 6 (H): 0.077

---

Record 3
Below is a cluster of 2 separate species, C3H2O3 in total, with properties calculated with ωB97M-V with the def2-TZVPD basis set.

Atoms and positions in Å:
O (-2.18, 0.43, 1.02)
C (-1.06, 0.28, 0.93)
C (0.09, 0.40, -1.00)
O (-0.47, 1.17, -1.69)
C (0.97, -0.46, -0.44)
O (1.33, -0.30, 0.85)
H (0.41, -0.07, 1.30)
H (1.03, -1.44, -0.91)

The calculation puts the lowest unoccupied orbital energy at -0.1 eV. The value obtained for the energy relative to the best compared isomer or geometry (same formula, charge and spin) is 63.58 kcal/mol. As for the orbital gap: 8.66 eV. The calculation puts the total energy at -341.13549 Ha. As for the spin multiplicity: 1.

These are the Löwdin partial charges, in e, on atoms 1 to 6: atom 1 (O): 0.190, atom 2 (C): 0.042, atom 3 (C): -0.235, atom 4 (O): 0.163, atom 5 (C): -0.227, atom 6 (O): -0.082

---

Record 4
Below is the ion C5H9FN with charge +1, with properties calculated with ωB97M-V with the def2-TZVPD basis set.

Atoms and positions in Å:
C (-1.50, 0.81, 0.65)
C (-0.95, 1.38, -0.65)
C (1.29, -1.30, 0.05)
C (1.25, 0.27, 0.57)
C (-0.21, 0.22, -0.01)
N (-0.07, -1.15, -0.41)
F (2.07, 1.03, -0.24)
H (-1.47, 1.44, 1.48)
H (-2.34, 0.19, 0.43)
H (-1.44, 1.30, -1.57)
H (-0.36, 2.23, -0.56)
H (2.00, -1.58, -0.87)
H (1.35, -2.20, 0.78)
H (1.32, 0.42, 1.57)
H (-0.21, -1.38, -1.38)
H (-0.72, -1.67, 0.15)

The SMILES is F[C@@H]1C[NH2+]C12CC2. The calculation puts the lowest unoccupied orbital energy at -3.5 eV. The value obtained for the energy relative to the best compared isomer or geometry (same formula, charge and spin) is 36.49 kcal/mol. As for the orbital gap: 12.08 eV. The calculation puts the total energy at -350.18609 Ha. Its charge is +1. As for the spin multiplicity: 1.

These are the Löwdin partial charges, in e, on atoms 1 to 6: atom 1 (C): 0.024, atom 2 (C): -0.003, atom 3 (C): 0.009, atom 4 (C): -0.125, atom 5 (C): -0.310, atom 6 (N): 0.100